81
Properties=species:S:1:pos:R:3:lowdin_charge:R:1 method="wB97M-V/def2-TZVPD" relative_energy_ev=1.451 e_homo_ev="-5.964 / -5.964" homo_lumo_gap_ev="5.08 / 5.08" charge=0
Pt -0.261 0.049 -0.063 0.66
C -2.659 2.963 -1.191 -0.25
As -1.415 1.516 -1.655 1.11
C -2.524 0.674 -3.012 -0.24
C -0.106 2.500 -2.790 -0.30
C 1.309 1.892 -2.924 -0.68
C 1.208 0.381 -3.116 -0.09
C 2.177 2.250 -1.708 -0.31
As 1.664 1.548 0.078 1.05
C 0.978 3.207 0.856 -0.30
C 3.425 1.559 0.983 -0.26
C 1.959 2.538 -4.163 -0.38
As 3.704 1.998 -5.015 1.14
C 4.814 1.105 -3.633 -0.36
C 3.131 0.341 -5.933 -0.35
H -3.013 3.475 -2.087 0.04
H -2.210 3.685 -0.513 0.02
H -3.507 2.503 -0.681 0.04
H -2.810 1.406 -3.771 0.04
H -3.421 0.292 -2.523 0.05
H -2.005 -0.166 -3.470 0.03
H -0.021 3.528 -2.417 0.08
H -0.562 2.554 -3.784 0.08
H 0.663 -0.089 -2.288 0.00
H 2.197 -0.068 -3.166 0.06
H 0.678 0.163 -4.044 0.10
H 2.230 3.343 -1.620 0.08
H 3.194 1.895 -1.886 0.04
H 1.649 4.042 0.646 0.03
H 0.882 3.098 1.936 0.03
H -0.010 3.426 0.447 0.00
H 3.952 2.498 0.818 0.04
H 4.041 0.731 0.634 0.02
H 3.255 1.428 2.052 0.03
H 2.060 3.614 -3.972 0.06
H 1.265 2.453 -5.006 0.06
H 5.223 1.828 -2.929 0.01
H 5.652 0.649 -4.161 0.02
H 4.294 0.320 -3.087 0.00
H 2.206 0.517 -6.479 0.02
H 2.986 -0.492 -5.251 0.01
H 3.894 0.058 -6.657 0.01
Cl -3.398 -6.153 -0.639 0.64
C -3.160 -4.478 -0.326 -0.76
C -3.884 -3.856 0.698 -0.76
Cl -4.993 -4.785 1.625 0.64
C -3.687 -2.514 0.968 -0.65
Cl -4.558 -1.769 2.256 0.67
C -2.749 -1.720 0.262 -0.48
O -2.532 -0.512 0.542 -0.20
C -1.999 -2.375 -0.834 -0.47
O -1.182 -1.708 -1.522 -0.20
C -2.246 -3.749 -1.060 -0.63
Cl -1.331 -4.523 -2.310 0.70
C 1.674 -2.814 -0.625 0.01
C 0.749 -2.817 0.534 -0.34
N 0.362 -1.745 1.196 -0.01
C -0.479 -2.168 2.184 -0.12
C -0.597 -3.520 2.122 -0.05
N 0.179 -3.930 1.067 0.01
C 0.434 -5.294 0.684 -0.06
N 1.803 -5.627 0.960 -0.06
N 2.665 -5.955 -0.019 0.05
N 3.832 -6.097 0.442 0.07
C 3.814 -5.851 1.784 -0.23
C 4.820 -5.872 2.750 -0.01
C 4.457 -5.551 4.036 -0.09
C 3.140 -5.209 4.374 -0.08
C 2.128 -5.196 3.442 -0.01
C 2.480 -5.529 2.140 -0.16
H 2.122 -1.821 -0.699 0.06
H 1.130 -3.022 -1.548 0.07
H 2.452 -3.569 -0.518 0.07
H -0.926 -1.466 2.859 0.12
H -1.173 -4.211 2.699 0.13
H 0.275 -5.444 -0.391 0.10
H -0.246 -5.943 1.250 0.15
H 5.832 -6.136 2.481 0.11
H 5.203 -5.569 4.816 0.10
H 2.917 -4.947 5.398 0.10
H 1.115 -4.934 3.706 0.10

---

79
Properties=species:S:1:pos:R:3:lowdin_charge:R:1 method="wB97M-V/def2-TZVPD" e_homo_ev="-11.023 / -11.023" homo_lumo_gap_ev="8.50 / 3.97" charge=+1 multiplicity=2 s2=0.754
C -8.003 -36.710 -30.035 -0.04
C -6.615 -36.576 -29.626 -0.19
N -6.189 -37.298 -28.425 0.00
C -6.924 -37.068 -27.173 -0.14
C -6.772 -35.620 -26.694 -0.05
C -5.712 -38.633 -28.629 -0.17
C -4.189 -38.636 -29.033 -0.02
H -8.210 -36.230 -30.991 0.11
H -8.705 -36.465 -29.238 0.09
H -8.183 -37.760 -30.265 0.09
H -5.889 -36.935 -30.356 0.14
H -6.411 -35.566 -29.271 0.14
H -7.965 -37.384 -27.106 0.15
H -6.404 -37.757 -26.507 0.13
H -6.962 -35.437 -25.636 0.08
H -5.763 -35.257 -26.497 0.09
H -7.370 -34.881 -27.226 0.08
H -6.413 -39.213 -29.229 0.15
H -5.628 -39.190 -27.696 0.12
H -3.623 -37.854 -28.527 0.09
H -4.094 -38.311 -30.069 0.07
H -3.753 -39.634 -28.998 0.09
C -4.051 -28.454 -28.194 -0.11
O -4.420 -29.134 -26.965 -0.16
H -3.205 -27.803 -27.976 0.08
H -3.815 -29.242 -28.910 0.07
H -4.917 -27.831 -28.419 0.07
H -5.147 -29.760 -26.994 0.03
C -11.652 -33.876 -27.237 -0.19
O -12.650 -33.326 -28.018 -0.11
H -12.121 -34.208 -26.310 0.08
H -11.166 -34.709 -27.745 0.07
H -11.020 -33.042 -26.933 0.07
H -12.809 -32.460 -27.636 0.08
C -7.966 -31.540 -28.111 -0.13
O -7.016 -30.848 -27.291 -0.14
H -8.562 -32.287 -27.587 0.05
H -8.698 -30.784 -28.397 0.08
H -7.560 -31.907 -29.054 0.07
H -7.474 -30.101 -26.898 0.01
C -7.767 -29.945 -32.028 -0.18
C -7.898 -28.562 -31.464 -0.17
C -9.378 -28.290 -31.436 -0.24
O -10.081 -29.345 -32.024 -0.11
C -9.110 -30.147 -32.691 -0.20
H -7.615 -30.664 -31.223 0.09
H -6.976 -30.061 -32.768 0.12
H -7.498 -27.824 -32.158 0.11
H -7.450 -28.369 -30.489 0.11
H -9.627 -27.326 -31.878 0.12
H -9.771 -28.178 -30.426 0.11
H -8.918 -29.655 -33.645 0.12
H -9.343 -31.207 -32.794 0.12
C -9.061 -27.213 -25.092 -0.21
C -8.061 -27.683 -24.184 -0.21
C -7.062 -28.252 -25.167 -0.15
O -7.791 -28.468 -26.407 -0.17
C -9.155 -28.273 -26.160 -0.19
H -8.798 -26.239 -25.505 0.14
H -9.981 -27.175 -24.508 0.13
H -8.557 -28.421 -23.553 0.11
H -7.584 -26.929 -23.558 0.13
H -6.628 -29.114 -24.660 0.11
H -6.272 -27.518 -25.329 0.13
H -9.552 -29.246 -25.870 0.13
H -9.571 -27.775 -27.036 0.13
C -7.699 -32.047 -22.573 -0.14
C -6.953 -33.058 -23.413 -0.17
C -5.786 -32.220 -24.033 -0.17
O -5.511 -31.278 -22.998 -0.17
C -6.596 -30.929 -22.200 -0.17
H -7.863 -32.635 -21.670 0.10
H -8.565 -31.570 -23.031 0.10
H -7.629 -33.483 -24.156 0.09
H -6.511 -33.825 -22.778 0.11
H -6.082 -31.616 -24.890 0.09
H -4.838 -32.684 -24.303 0.12
H -6.867 -29.945 -22.583 0.09
H -6.437 -30.897 -21.122 0.12

---

70
Properties=species:S:1:pos:R:3:lowdin_charge:R:1 method="wB97M-V/def2-TZVPD" relative_energy_ev=0.050 e_homo_ev="-9.723 / -10.655" homo_lumo_gap_ev="7.83 / 6.61" charge=+1 multiplicity=6 s2=8.779
Ru 0.252 -0.118 0.114 1.08
C -3.715 -1.223 3.143 -0.02
N -2.415 -1.691 2.691 -0.12
C -2.332 -3.120 2.421 0.00
C -1.368 -0.907 2.442 -0.44
O -0.271 -1.350 2.056 -0.04
C -1.530 0.598 2.666 -0.12
O -0.373 1.304 2.242 -0.17
C 0.635 1.474 3.217 -0.10
C 1.949 0.811 2.806 -0.41
O 2.088 0.289 1.699 -0.07
N 2.938 0.852 3.712 -0.13
C 4.224 0.245 3.392 -0.01
C 2.877 1.656 4.924 -0.03
H -3.904 -1.565 4.163 0.10
H -4.489 -1.630 2.493 0.08
H -3.786 -0.141 3.115 0.08
H -2.708 -3.677 3.279 0.10
H -1.300 -3.396 2.232 0.09
H -2.938 -3.368 1.546 0.10
H -1.733 0.792 3.722 0.14
H -2.350 0.966 2.053 0.12
H 0.315 1.062 4.175 0.13
H 0.812 2.546 3.332 0.15
H 4.093 -0.446 2.566 0.08
H 4.590 -0.298 4.262 0.10
H 4.959 1.003 3.112 0.10
H 1.909 1.580 5.415 0.09
H 3.082 2.709 4.715 0.10
H 3.632 1.295 5.617 0.10
C 3.006 -1.808 -1.796 -0.24
P 2.253 -0.198 -1.387 0.83
C 3.702 0.871 -1.061 -0.23
C 1.649 0.467 -2.980 -0.37
C 2.326 0.176 -4.164 -0.08
C 1.895 0.693 -5.373 -0.06
C 0.776 1.511 -5.413 -0.06
C 0.096 1.808 -4.244 -0.08
C 0.520 1.294 -3.019 -0.37
P -0.365 1.736 -1.475 0.86
C -2.082 2.032 -2.031 -0.24
C 0.244 3.443 -1.190 -0.24
H 3.862 -1.714 -2.462 0.04
H 2.240 -2.443 -2.242 0.05
H 3.329 -2.263 -0.860 0.05
H 4.361 0.887 -1.929 0.05
H 4.236 0.486 -0.192 0.04
H 3.367 1.885 -0.842 0.04
H 3.194 -0.470 -4.144 0.10
H 2.431 0.458 -6.283 0.11
H 0.430 1.916 -6.355 0.11
H -0.778 2.444 -4.293 0.10
H -2.156 2.962 -2.593 0.05
H -2.727 2.082 -1.156 0.04
H -2.412 1.194 -2.645 0.06
H 0.142 4.029 -2.103 0.05
H 1.291 3.419 -0.891 0.03
H -0.341 3.898 -0.389 0.05
Cl -6.155 -2.604 -2.045 0.72
C -4.474 -2.387 -1.804 -0.70
C -3.553 -3.263 -2.449 -0.70
Cl -4.146 -4.521 -3.447 0.72
C -2.199 -3.097 -2.277 -0.62
Cl -1.066 -4.128 -3.055 0.74
C -1.673 -2.064 -1.450 -0.37
O -0.440 -1.895 -1.269 -0.12
C -2.627 -1.168 -0.775 -0.39
O -2.180 -0.254 -0.029 -0.15
C -4.014 -1.372 -0.996 -0.62
Cl -5.109 -0.295 -0.213 0.73

---

55
Properties=species:S:1:pos:R:3:lowdin_charge:R:1 method="wB97M-V/def2-TZVPD" relative_energy_ev=1.758 e_homo_ev=-6.815 homo_lumo_gap_ev=9.92 charge=-1
B 0.486 0.475 -0.715 -0.38
H 0.168 0.746 -1.710 0.02
H 1.283 -0.251 -0.758 0.02
H 0.740 1.373 -0.174 0.02
H -0.302 -0.050 -0.197 0.00
C 3.188 1.771 1.026 -0.26
C 3.876 1.090 -0.137 -0.25
O 3.022 1.170 -1.257 -0.09
O 2.126 1.089 1.674 -0.07
H 2.940 2.782 0.705 0.13
H 4.028 1.880 1.712 0.11
H 4.092 0.035 0.028 0.11
H 4.837 1.574 -0.314 0.11
H 2.172 0.863 -0.934 -0.05
H 1.501 1.071 0.945 -0.02
C -2.572 -2.030 -1.284 -0.17
C -3.318 -1.059 -0.386 -0.24
O -4.087 -0.099 -1.117 -0.08
O -1.324 -1.462 -1.882 -0.11
H -3.141 -2.466 -2.104 0.11
H -2.189 -2.790 -0.602 0.10
H -2.582 -0.516 0.208 0.10
H -3.961 -1.619 0.293 0.11
H -3.446 0.589 -1.307 0.02
H -0.953 -0.835 -1.258 -0.04
C -1.864 -0.718 3.512 -0.24
C -1.131 0.625 3.281 -0.26
O -0.192 0.694 4.298 -0.06
O -0.982 -1.816 3.385 -0.07
H -2.675 -0.834 2.793 0.10
H -2.218 -0.709 4.542 0.12
H -1.946 1.346 3.354 0.11
H -0.691 0.838 2.307 0.11
H 0.448 0.025 4.044 0.08
H -0.553 -1.777 2.527 0.04
C -1.909 2.379 -2.855 -0.22
C -1.028 3.636 -2.714 -0.20
O 0.356 3.222 -2.511 -0.08
O -2.119 1.780 -1.589 -0.10
H -1.360 1.617 -3.408 0.12
H -2.860 2.469 -3.380 0.12
H -1.440 4.270 -1.930 0.11
H -1.089 4.174 -3.661 0.11
H 0.432 2.530 -1.851 0.02
H -1.281 1.355 -1.391 0.01
C 1.863 -2.540 0.868 -0.21
C 2.263 -3.055 -0.507 -0.25
O 1.912 -4.411 -0.658 -0.07
O 0.477 -2.207 0.891 -0.09
H 2.476 -1.658 1.056 0.10
H 2.032 -3.339 1.589 0.13
H 3.329 -2.879 -0.647 0.12
H 1.713 -2.514 -1.278 0.12
H 0.990 -4.452 -0.922 0.08
H 0.462 -1.383 0.399 0.01

---

15
Properties=species:S:1:pos:R:3:lowdin_charge:R:1 method="wB97M-V/def2-TZVPD" relative_energy_ev=7.925 e_homo_ev="-8.592 / -7.244" homo_lumo_gap_ev="8.83 / 6.59" charge=0
C -0.384 1.655 0.732 -0.08
N -0.490 0.423 -0.036 -0.03
C -0.140 -0.751 0.326 -0.35
N 2.531 -0.740 -0.700 -0.05
N -2.413 0.050 -0.073 0.08
O 1.739 -0.245 0.274 -0.23
N -0.310 -1.980 0.275 0.16
H 2.087 -1.374 -1.365 0.08
H 2.972 0.025 -1.210 0.08
H -2.570 0.453 -1.002 0.02
H -2.536 -0.957 -0.236 0.01
H 0.579 -2.484 0.281 0.07
H -0.930 1.575 1.673 0.08
H 0.667 1.879 0.922 0.08
H -0.803 2.470 0.141 0.08

---

80
Properties=species:S:1:pos:R:3:lowdin_charge:R:1 method="wB97M-V/def2-TZVPD" relative_energy_ev=1.328 e_homo_ev=-6.730 homo_lumo_gap_ev=8.99 charge=-1
Cl 1.499 0.110 0.076 0.63
O 1.245 0.759 1.316 -0.36
O 0.835 -1.199 0.229 -0.40
O 0.937 0.814 -1.024 -0.35
O 2.899 -0.213 -0.114 -0.37
C 4.511 2.079 -2.910 -0.92
O 4.340 1.163 -3.616 0.09
N 4.253 2.089 -1.702 0.20
N 4.891 3.245 -3.261 0.15
H 3.738 1.344 -1.256 0.08
H 4.403 2.992 -1.274 0.12
H 5.315 3.311 -4.176 0.12
H 4.761 4.077 -2.703 0.11
C 3.188 -4.745 -0.137 -0.76
O 3.702 -5.547 0.669 -0.03
N 3.266 -3.439 -0.099 0.17
N 2.478 -5.098 -1.169 0.15
H 2.990 -2.775 -0.808 0.10
H 3.810 -3.063 0.664 0.11
H 2.657 -6.047 -1.468 0.11
H 1.799 -4.490 -1.605 0.05
C 0.536 4.428 3.299 -0.84
O 0.806 3.978 4.356 0.07
N -0.078 5.570 3.138 0.16
N 0.945 3.921 2.197 0.19
H -0.545 6.075 3.878 0.12
H -0.140 5.925 2.195 0.09
H 1.342 2.998 2.098 0.10
H 0.872 4.516 1.384 0.10
C 0.888 -3.301 4.254 -0.04
C -0.035 -2.872 5.497 -0.43
C 0.359 -1.639 6.190 -0.18
O -0.326 -0.476 5.546 -0.19
C 0.541 0.196 4.635 -0.11
N -1.441 -2.883 5.183 0.04
H 1.505 -2.550 3.760 0.05
H 0.355 -3.711 3.396 0.07
H 1.653 -3.991 4.610 0.06
H 0.254 -3.750 6.075 0.12
H 1.397 -1.427 6.448 0.12
H -0.049 -1.779 7.191 0.11
H 0.153 1.033 4.053 0.08
H 1.094 -0.419 3.925 0.07
H 1.286 0.717 5.237 0.08
H -1.944 -2.530 5.984 0.06
H -1.775 -2.230 4.490 0.08
C -1.801 -2.143 -2.739 -0.08
C -1.172 -3.553 -2.931 -0.36
C -1.102 -3.994 -4.404 -0.17
O -2.398 -4.415 -4.942 -0.19
C -2.538 -4.375 -6.350 -0.13
N 0.181 -3.210 -2.407 0.02
H -1.277 -1.448 -3.396 0.08
H -1.771 -1.698 -1.744 0.08
H -2.830 -2.145 -3.096 0.07
H -1.644 -4.241 -2.231 0.14
H -0.334 -4.755 -4.541 0.12
H -0.652 -3.223 -5.030 0.11
H -2.096 -3.448 -6.717 0.08
H -3.566 -4.599 -6.634 0.08
H -2.010 -5.172 -6.874 0.07
H -0.020 -3.087 -1.425 0.06
H 0.387 -2.304 -2.803 0.07
C -2.587 4.403 0.705 -0.04
C -2.827 3.318 -0.431 -0.43
C -2.522 3.596 -1.842 -0.19
O -2.924 4.928 -2.199 -0.23
C -4.262 5.183 -2.576 -0.11
N -2.200 2.104 0.093 0.06
H -3.027 5.384 0.526 0.06
H -1.532 4.661 0.792 0.04
H -2.950 3.996 1.648 0.08
H -3.913 3.309 -0.342 0.12
H -2.872 2.972 -2.664 0.13
H -1.446 3.765 -1.893 0.13
H -4.617 4.328 -3.151 0.08
H -4.486 6.136 -3.056 0.09
H -4.760 5.105 -1.610 0.07
H -2.410 1.288 -0.463 0.07
H -1.192 2.166 0.083 0.06

---

8
Properties=species:S:1:pos:R:3:lowdin_charge:R:1 method="wB97M-V/def2-TZVPD" relative_energy_ev=0.773 e_homo_ev=-4.852 homo_lumo_gap_ev=8.12 charge=-1 smiles="C[P@](=O)([O-])I"
C 0.080 -0.322 0.071 -0.17
P -1.745 -1.329 -0.142 0.02
O -1.946 -1.900 1.174 -0.48
O -1.844 -2.092 -1.381 -0.43
I -3.615 0.486 0.042 0.08
H 0.125 0.787 -0.013 0.01
H 0.235 -0.589 1.047 -0.06
H 0.888 -0.934 -0.520 0.05

---

16
Properties=species:S:1:pos:R:3:lowdin_charge:R:1 method="wB97M-V/def2-TZVPD" relative_energy_ev=2.285 e_homo_ev="-14.250 / -14.160" homo_lumo_gap_ev="9.72 / 5.08" charge=+1 multiplicity=2 s2=0.755
C -0.655 -1.140 -1.372 -0.22
O 0.162 -2.337 -1.166 -0.13
C -0.463 -0.546 -0.044 -0.16
C -0.451 1.069 -0.033 -0.09
C 0.857 1.263 0.678 -0.03
C 1.175 1.761 1.890 0.23
H -0.282 -0.694 -2.294 0.12
H -1.785 -1.558 -1.546 0.18
H -0.495 -3.155 -1.291 0.17
H 0.484 -0.988 0.416 0.15
H -1.098 -0.867 0.695 0.10
H -0.270 1.526 -1.013 0.14
H -1.456 1.296 0.332 0.13
H 1.628 0.937 -0.042 0.16
H 2.205 1.414 2.136 0.13
H 0.445 2.020 2.654 0.12

---

The records above give, respectively, total energy values of -277049.2202, -36365.6943, -109869.0987, -32069.7283, -10204.6880, -62685.1803, -22573.7212, -7382.4793 eV.